# 1
Entry from the Open Molecules 2025 dataset: a structure of composition C38H44ClIrN3O8P2Se2 at a distorted geometry (ωB97M-V/def2-TZVPD).

Lowest unoccupied orbital energy (alpha / beta)   1.6012 / 0.0091 eV
Multiplicity   5
Electronic energy   -225597.480 eV
Total charge   -1
Energy above the lowest of the compared OMol25 structures with the same formula, charge and spin   247.3 kJ/mol

Last column: Löwdin charge in e.
CARTESIAN COORDINATES (ANGSTROEM)
Ir -0.08687 0.95559 0.18600  1.289
Cl 6.68534 -1.07186 2.76038  0.639
C 5.21274 -0.81194 1.88142  -0.677
C 4.75421 -1.80168 1.00784  -0.080
C 3.58170 -1.61084 0.32580  -0.018
C 2.79213 -0.44049 0.49086  -0.392
O 1.71578 -0.33940 -0.18519  -0.204
C 3.28984 0.56808 1.39533  -0.139
C 2.58216 1.76392 1.66024  -0.172
O 1.38757 2.06519 1.43316  -0.134
C 4.52298 0.35537 2.05611  -0.066
H 5.33765 -2.69911 0.87483  0.109
H 3.24007 -2.34503 -0.38588  0.126
H 3.17305 2.54112 2.17119  0.140
H 4.88661 1.11519 2.73313  0.110
Se -2.21343 0.81612 -1.02347  0.436
P -1.29105 0.47399 -3.03384  0.279
Se 0.79806 0.21335 -3.30874  0.542
C -1.98276 1.86217 -4.01629  -0.381
C -3.34126 2.14893 -3.95501  -0.121
C -3.85249 3.22647 -4.65139  -0.088
C -3.00528 4.04464 -5.38196  -0.089
C -1.64689 3.78186 -5.41481  -0.071
C -1.13625 2.68415 -4.74419  -0.093
C -2.14780 -1.05924 -3.59653  -0.388
C -3.50723 -1.24231 -3.37983  -0.129
C -4.12075 -2.41850 -3.76801  -0.093
C -3.37494 -3.43422 -4.34430  -0.098
C -2.01360 -3.26974 -4.53133  -0.083
C -1.40548 -2.08152 -4.17065  -0.121
H -3.98989 1.54653 -3.33511  0.069
H -4.91343 3.43237 -4.61408  0.099
H -3.40664 4.90100 -5.90368  0.098
H -0.98408 4.43662 -5.96036  0.106
H -0.07541 2.47633 -4.76918  0.069
H -4.07547 -0.47797 -2.86885  0.065
H -5.18346 -2.54122 -3.60994  0.098
H -3.85436 -4.36092 -4.62294  0.096
H -1.42638 -4.07060 -4.95607  0.101
H -0.34042 -1.95466 -4.30941  0.031
O 0.53541 4.40142 -1.45910  0.079
C 1.04916 3.30209 -1.54698  -0.585
O 0.42243 2.19278 -1.31862  -0.429
C 2.48576 3.16625 -2.00626  -0.136
C 3.16331 4.27170 -2.51238  0.028
C 4.49873 4.11996 -2.91478  -0.166
C 5.15160 2.89924 -2.79749  0.081
C 4.47193 1.81397 -2.27197  -0.145
C 3.13577 1.94819 -1.88185  -0.027
N 5.12168 0.55834 -2.15773  -0.420
O 4.43716 -0.43217 -1.89994  -0.042
O 6.34144 0.51272 -2.32512  -0.048
N 5.22642 5.22005 -3.43881  -0.361
O 4.65115 6.30240 -3.55943  0.037
O 6.40821 5.04905 -3.74687  0.030
H 2.67756 5.23029 -2.61623  0.112
H 6.17801 2.79631 -3.11307  0.120
H 2.61771 1.09564 -1.48381  0.029
C 1.42369 -2.02905 3.17948  -0.082
C 0.18418 -1.56913 3.95103  -0.574
C 0.55495 -0.25380 4.63468  -0.083
C -0.21679 -2.62872 4.97357  -0.072
P -1.19660 -1.12959 2.67280  0.975
N -0.60069 -0.22828 1.55222  -0.388
C -2.59844 -0.12222 3.53202  -0.592
C -3.78547 -0.11041 2.57010  -0.095
C -2.11377 1.32433 3.64004  -0.089
C -3.05088 -0.64179 4.89362  -0.078
C -1.87723 -2.75569 1.88658  -0.586
C -2.81736 -3.56670 2.77240  -0.072
C -2.55280 -2.40129 0.56415  -0.115
C -0.65961 -3.59890 1.51299  -0.083
H 2.33061 -1.71586 3.69318  0.093
H 1.43260 -1.56527 2.19776  0.046
H 1.46617 -3.10805 3.07027  0.076
H 1.46381 -0.38740 5.22186  0.093
H -0.22144 0.09939 5.30705  0.059
H 0.75072 0.49832 3.87130  0.076
H 0.58103 -2.72902 5.70928  0.095
H -0.34760 -3.60027 4.50317  0.062
H -1.13217 -2.37653 5.50014  0.060
H -3.45117 0.21324 1.58226  0.035
H -4.53315 0.60026 2.92435  0.092
H -4.26316 -1.08361 2.49825  0.063
H -1.59367 1.60296 2.72182  0.053
H -1.44789 1.48445 4.48108  0.065
H -2.96848 1.98866 3.75730  0.090
H -3.34426 -1.68795 4.85186  0.068
H -3.91651 -0.06335 5.21945  0.091
H -2.27889 -0.52485 5.65015  0.064
H -3.75215 -3.04526 2.95913  0.064
H -2.36379 -3.81257 3.72834  0.062
H -3.05545 -4.50195 2.26376  0.093
H -3.47266 -1.84154 0.68157  0.056
H -2.78016 -3.31420 0.01343  0.093
H -1.86370 -1.80828 -0.03319  0.022
H -0.22892 -4.10349 2.37166  0.066
H 0.08938 -2.96919 1.04062  0.081
H -0.94998 -4.36338 0.79365  0.094

Forces on the atoms, in the same order (eV/Å):
0.68 -0.16 0.32
0.27 -0.08 0.14
-0.09 0.82 0.38
-0.76 0.04 -0.32
0.47 -0.35 0.29
0.33 0.47 0.52
-1.01 0.14 0.02
-0.46 -0.66 -0.62
-0.06 0.22 0.13
0.15 -0.42 -0.42
0.12 -0.25 -0.06
0.04 -0.08 -0.09
-0.08 0.00 -0.10
-0.13 -0.05 0.08
0.12 0.05 0.04
0.37 -0.11 0.52
0.91 -0.37 -1.33
-0.75 -0.33 -0.37
0.09 -0.22 0.32
0.07 -0.02 0.01
-0.19 -0.02 0.00
0.00 0.07 0.01
-0.12 0.07 -0.11
0.15 -0.08 0.02
0.02 0.31 0.29
0.04 0.00 0.03
-0.21 0.02 0.00
-0.06 -0.10 0.04
-0.20 -0.07 -0.05
0.19 -0.03 -0.05
-0.12 0.03 -0.04
-0.05 0.05 0.01
-0.02 0.07 -0.07
0.09 0.03 -0.04
0.06 -0.08 0.06
-0.12 -0.03 -0.03
-0.06 -0.06 0.02
-0.05 -0.09 -0.06
0.08 -0.04 -0.05
-0.01 0.11 0.02
-0.16 -0.33 0.07
1.28 1.84 -0.30
-1.01 -1.54 1.84
0.08 -0.51 0.24
-0.22 0.74 -0.24
-0.45 -1.64 0.63
0.43 0.95 -0.27
0.49 -1.18 0.10
-0.75 0.23 0.23
-0.88 2.63 -0.38
-1.11 -1.58 0.41
1.85 -0.20 -0.32
0.79 1.00 -0.54
0.26 -0.48 0.05
-0.52 0.29 0.06
-0.05 -0.07 0.07
-0.03 -0.04 0.05
0.01 -0.04 -0.08
-0.05 0.03 -0.21
-0.27 0.17 -0.35
-0.14 0.05 -0.04
-0.19 0.07 -0.16
-0.86 -1.14 1.43
0.79 1.43 -1.75
0.29 -0.21 -0.19
0.13 -0.07 -0.15
0.20 0.03 -0.14
0.17 -0.08 -0.09
0.13 0.33 0.06
0.08 0.25 0.15
0.14 0.24 -0.01
0.11 0.09 0.08
0.06 0.06 0.10
0.22 -0.08 -0.11
0.00 -0.04 -0.10
0.05 -0.09 0.00
-0.05 0.07 0.04
0.06 0.21 0.08
0.10 0.04 0.05
-0.01 -0.08 0.00
-0.07 0.00 0.13
-0.19 -0.03 -0.07
0.01 0.06 0.07
-0.05 -0.04 -0.09
-0.04 0.20 0.13
0.06 0.04 0.03
-0.13 0.01 0.05
-0.07 -0.12 0.05
-0.06 0.05 -0.01
0.04 -0.02 0.07
-0.12 0.01 0.03
-0.01 -0.08 0.13
0.01 -0.04 -0.06
-0.09 0.07 -0.03
0.00 -0.13 0.04
-0.11 -0.01 -0.19
0.11 -0.03 0.08
0.21 -0.09 -0.14
-0.13 -0.04 -0.05

---

# 2
Entry from the Open Molecules 2025 dataset: a cluster of 2 separate species, C4H10Se in total at a distorted geometry (ωB97M-V/def2-TZVPD).

Lowest unoccupied orbital energy (alpha / beta)   0.5714 / 0.2103 eV
Electronic energy   -69651.745 eV
Energy above the lowest of the compared OMol25 structures with the same formula, charge and spin   435.4 kJ/mol

Last column: Löwdin charge in e.
CARTESIAN COORDINATES (ANGSTROEM)
C -0.25735 -0.81608 1.55285  -0.176
C 0.94125 2.05826 -0.37154  0.013
C 0.18178 -1.38623 -0.96618  -0.146
C -0.47042 -0.48885 0.05907  -0.811
Se -2.04557 0.34605 -0.08146  0.866
H -0.86690 -0.17331 2.18044  0.042
H -0.27063 -1.82436 1.80010  0.046
H 0.78617 -0.49754 1.79538  0.085
H 1.85849 2.20777 -0.97808  -0.013
H 0.13603 2.77753 -0.68287  -0.006
H 1.12283 2.10732 0.72689  -0.006
H -0.31488 -2.39664 -0.85208  0.098
H 0.22327 -0.92877 -1.91039  0.038
H 1.31478 -1.42860 -0.74357  0.104
H -2.33886 0.44345 -1.52855  -0.133

Forces on the atoms, in the same order (eV/Å):
1.94 2.95 -1.38
0.24 1.76 0.47
1.28 -0.32 2.50
2.10 -1.04 0.80
-2.60 0.98 -0.42
-0.34 -0.34 0.21
-0.62 -2.00 0.36
-0.49 -0.19 -0.13
-0.59 -0.59 0.35
0.51 -1.18 0.21
-0.18 -0.40 -0.90
0.78 0.81 -0.78
-0.78 0.14 -1.57
-1.71 -0.43 0.14
0.46 -0.15 0.14

---

# 3
Entry from the Open Molecules 2025 dataset: a cluster of 5 separate species, C3H13O6 in total at a distorted geometry (ωB97M-V/def2-TZVPD).

Lowest unoccupied orbital energy   2.8227 eV
Electronic energy   -15608.194 eV
Total charge   -1

Last column: Löwdin charge in e.
CARTESIAN COORDINATES (ANGSTROEM)
O 17.93368 8.49903 26.02759  0.097
H 18.72898 9.02138 25.69705  0.066
H 17.13791 8.72955 25.49851  0.063
H 17.78383 8.74665 27.07024  0.040
C 20.79975 10.79449 23.17883  -0.041
C 19.77072 10.02638 24.00347  -0.737
O 18.56580 10.02227 23.64926  -0.073
O 20.24009 9.31500 24.94640  -0.089
H 21.71953 10.21033 23.21867  0.060
H 20.51326 10.92872 22.13824  0.058
H 20.99200 11.75598 23.65931  0.065
C 18.23208 10.63555 28.42720  -0.326
O 17.77335 9.34668 28.32988  -0.357
H 17.40372 11.37609 28.30406  0.050
H 18.62569 10.88915 29.42790  0.054
H 18.95206 10.95286 27.64803  0.061
O 15.47179 9.26669 25.41209  -0.022
H 14.66068 8.75418 25.34923  0.058
H 15.35070 10.01540 24.81765  0.067
O 20.17257 7.75258 28.38440  -0.100
H 20.77028 8.19754 27.77488  0.016
H 19.34177 8.27770 28.32716  -0.011

Forces on the atoms, in the same order (eV/Å):
-0.14 -0.50 -0.58
0.47 -0.50 -0.53
0.43 0.13 0.27
-0.05 1.37 1.43
0.29 -0.16 0.27
-0.47 -1.25 -0.44
0.31 0.59 0.13
-0.45 0.77 0.27
0.10 0.15 -0.02
-0.25 0.13 0.07
-0.01 0.06 -0.14
-0.89 0.86 -0.24
0.30 -1.24 -0.54
0.04 -0.11 -0.02
0.35 -0.24 -0.13
0.27 -0.25 0.19
-0.42 0.14 -0.18
0.06 -0.05 0.02
0.19 -0.01 -0.02
0.02 0.11 -0.04
-0.08 -0.04 -0.10
-0.07 0.04 0.31